(1)
Entry from the OMol25 dataset: a structure of composition C32H45BBaN11O8 in a non-equilibrium geometry (the ωB97M-V functional and the def2-TZVPD basis).

```
98
Properties=species:S:1:pos:R:3:forces:R:3
Ba -0.643701 -0.032081 -0.326818 -1.30 1.68 2.24
O 1.168099 -3.682830 1.996986 -0.25 -0.03 0.06
O -0.206645 -4.008319 1.700479 0.14 0.45 -0.06
O -1.682192 -2.144002 -1.010259 -0.73 -1.65 0.11
O 1.227501 -0.299719 -1.786280 1.29 0.00 -1.85
O -0.168508 2.208211 -1.093392 0.04 2.05 -1.02
O 1.958632 0.791521 -3.609527 -0.43 -0.34 0.29
O -0.613037 4.084568 -2.257417 -0.09 -0.39 0.08
O -3.082765 0.558498 -0.889859 -0.87 0.28 -0.36
N 2.304935 -0.304986 1.503800 0.23 -0.08 0.29
N -0.560321 -2.975883 0.717693 0.18 -0.18 -0.28
N -3.271834 2.794127 0.644771 0.10 0.06 0.38
N -3.787655 2.536344 1.869805 0.06 -0.16 -0.08
N -1.235711 0.579664 -3.021870 -0.08 0.07 -0.70
N 4.877338 2.541501 0.134570 -0.10 0.14 -0.14
N -4.085635 0.015131 2.325621 0.05 -0.13 0.15
N -2.745296 -0.167537 2.369724 -0.29 0.04 -0.13
N 2.485174 2.364567 -1.477601 0.21 0.41 0.18
N 0.296570 -1.938030 0.814796 0.57 -1.75 1.25
N 2.137226 3.857962 1.011247 0.08 0.03 -0.14
C -2.620556 0.132521 -3.201151 0.19 0.10 0.26
C 2.303451 4.867487 -1.227031 -0.19 -0.21 -0.01
C -2.335664 4.182392 2.149229 0.04 -0.05 -0.11
C 4.274098 4.968787 0.293820 -0.05 -0.28 0.22
C 2.229250 -3.156554 -0.130106 0.09 -0.09 -0.03
C -3.825163 -5.914581 1.088532 0.01 0.04 -0.02
C -0.606815 2.855685 -2.122846 0.31 0.14 0.23
C 1.531281 -2.560177 1.087584 -0.23 -0.23 -0.39
C -5.124548 -4.347555 -0.185032 0.09 0.01 0.02
C 3.344161 -2.056049 2.769374 0.03 -0.11 0.03
C -3.538977 0.824949 -2.200900 0.16 -0.03 0.05
C -5.045147 -5.522565 0.555257 0.01 0.09 -0.05
C -2.393441 3.784129 0.801608 -0.08 0.02 0.06
C -3.237519 3.346491 2.786581 -0.03 0.02 -0.16
C -4.725247 -1.130813 2.639343 0.09 0.23 -0.12
C 2.434166 -1.598501 1.825584 -0.15 0.31 0.04
C 4.154665 -1.136548 3.408183 0.07 0.02 0.04
C 4.029388 0.207182 3.090058 0.00 0.04 -0.02
C 2.735295 4.955014 0.233135 0.17 -0.22 -0.14
C 5.007068 3.867813 -0.493990 -0.45 -0.02 -0.04
C -1.626843 -3.011584 -0.089069 0.33 -0.19 0.01
C -1.042227 2.002735 -3.323418 -0.04 -0.14 0.31
C -3.989924 -3.573359 -0.383644 -0.08 0.03 0.00
C 4.462904 3.810998 -1.933272 -0.13 -0.32 0.07
C -2.766689 -3.955717 0.163795 0.20 0.10 -0.15
C 3.091194 0.576696 2.137335 -0.25 -0.28 -0.17
C -3.782776 -2.108553 2.894978 0.15 0.04 -0.02
C 2.928508 3.698212 -1.994185 0.22 0.10 0.36
C -2.556623 -1.444929 2.707595 -0.06 -0.01 0.14
C -2.689605 -5.136788 0.899819 0.01 0.00 0.00
C -0.217885 -0.260718 -3.675962 -0.11 0.23 0.30
C 1.114812 0.086471 -2.990220 0.51 -0.09 0.09
B -4.821200 1.400986 2.096344 -0.02 -0.06 -0.02
H -4.032533 -2.640208 -0.935018 -0.01 -0.09 0.05
H 1.214707 4.817856 -1.310022 0.02 0.01 -0.02
H 2.586058 3.748091 -3.025953 0.03 -0.03 -0.08
H 1.488248 2.355954 -1.172584 -0.16 0.18 -0.09
H 3.057932 2.109860 -0.669108 0.14 -0.12 0.05
H -1.750936 -5.453199 1.329999 -0.02 0.00 -0.02
H 5.550465 1.891066 -0.254601 0.01 0.02 0.03
H 5.020568 2.580398 1.135239 0.00 0.03 0.00
H -0.152003 -0.083515 -4.753703 -0.01 0.02 -0.11
H 1.170125 3.707514 0.725040 0.06 0.02 0.00
H 2.628366 5.781827 -1.732718 -0.05 0.00 -0.02
H 1.505504 -3.754508 -0.689483 0.06 0.01 0.03
H -1.730176 4.959046 2.592772 -0.07 -0.06 -0.06
H -5.931206 -6.125560 0.721212 0.04 0.03 -0.02
H 4.929403 2.977268 -2.473004 -0.04 0.10 0.02
H 2.396538 5.921143 0.616727 -0.02 0.16 -0.01
H -5.807183 -1.168976 2.659476 0.16 0.03 -0.01
H -5.542062 1.310773 1.113583 0.13 0.02 0.17
H -3.557213 1.904850 -2.384863 -0.03 0.01 0.05
H -1.935831 2.456752 -3.750608 -0.07 -0.02 -0.05
H 4.871960 -1.462327 4.152022 -0.02 0.00 0.00
H -0.240706 2.127393 -4.054224 0.02 -0.02 -0.11
H -0.452887 -1.309480 -3.482520 -0.01 0.04 0.02
H 6.056829 4.159027 -0.538004 0.21 0.15 -0.09
H -4.557954 0.452763 -2.342883 -0.09 -0.03 -0.01
H 2.946651 1.619473 1.863505 0.00 -0.11 -0.01
H -3.262963 1.355614 -0.316099 -0.09 0.02 -0.13
H 4.593213 5.921966 -0.138859 0.05 0.03 0.09
H 4.614034 4.958952 1.337241 -0.02 0.02 -0.05
H -6.073698 -4.024153 -0.597891 0.05 -0.02 0.03
H -3.952813 -3.144030 3.153887 0.02 0.11 -0.03
H 2.107370 4.100123 1.993585 0.02 -0.01 0.05
H -2.650651 -0.941750 -3.004286 0.02 0.02 -0.07
H -3.527860 3.278660 3.824965 0.00 -0.02 -0.13
H 3.391471 -3.113707 3.005366 0.00 0.10 -0.04
H -3.754890 -6.831486 1.662089 0.01 0.03 -0.01
H -1.547410 -1.823876 2.833442 -0.17 0.06 -0.10
H 2.573263 -2.339290 -0.768182 -0.02 -0.06 0.01
H 3.073020 -3.791088 0.163340 -0.07 0.08 -0.05
H -5.453465 1.672234 3.107708 0.09 -0.05 -0.12
H 4.745545 4.735934 -2.441807 0.01 -0.04 -0.06
H -2.993198 0.328383 -4.217879 0.00 -0.05 -0.08
H -1.858656 4.173230 -0.057549 -0.03 -0.08 0.14
H 2.513702 1.644392 -2.230290 0.21 -0.15 -0.20
H 4.640712 0.957635 3.578155 -0.04 -0.02 -0.01
```
Positions in Å, forces in eV/Å.

As for the spin multiplicity: 1. The relative energy (zero: lowest compared OMol25 entry of this formula, charge and spin) is 0.0 kJ/mol. Its net charge is -1. Its HOMO energy is -4.69 eV. The total energy comes out at -2501.09028 Eh.

Atomic partial charges in e from the Mulliken method, atoms 1 to 2: 1.713 -0.492

***

(2)
Entry from the OMol25 dataset: a structure of composition C32H45BaBrN2P2 in a non-equilibrium geometry (the ωB97M-V functional and the def2-TZVPD basis).

```
83
Properties=species:S:1:pos:R:3:forces:R:3
Ba -0.069475 2.428288 0.535943 0.67 0.32 -0.05
Br 1.857911 0.233364 0.236869 -0.04 0.00 0.36
P -1.029051 -1.949240 -0.579734 0.06 -0.11 -0.08
P 5.884879 -0.797682 -0.157547 0.60 -0.25 -0.02
N -6.743812 5.297662 -5.329476 -0.51 -0.09 -0.27
N -0.423881 1.599244 3.027988 0.09 -1.22 2.99
C -2.196859 0.515620 -0.195006 -0.03 -0.43 -0.34
C -1.292118 0.198427 7.610140 -0.11 0.10 -0.30
C 5.824355 -2.421119 -2.407485 -0.19 0.03 -0.25
C -4.067667 3.695972 -2.488078 0.91 -0.58 -0.39
C -1.211904 -3.862746 1.464915 -0.17 -0.17 -0.14
C -1.142233 -0.169765 -0.829912 -0.36 0.29 0.61
C -2.231538 2.086647 -2.033485 0.01 0.25 0.50
C -2.710617 1.667601 -0.770313 -0.35 0.27 -0.57
C 0.963282 0.160649 5.955251 0.22 0.00 0.07
C -0.343555 1.158429 4.118634 -0.24 1.01 -2.54
C -5.025498 4.212457 -3.450736 -0.10 0.73 -0.70
C -1.394753 0.627278 6.281573 -0.17 0.04 0.15
C 5.076553 -1.264870 -1.742265 0.07 0.12 0.07
C -0.062337 -0.221469 8.124864 0.04 -0.01 -0.18
C -0.259486 0.647883 5.446711 0.13 -0.48 0.99
C -5.185357 3.594290 -4.710116 -0.29 0.46 0.16
C -2.679985 -2.463293 -1.124076 0.16 -0.24 -0.41
C -1.007883 1.565372 -2.488435 -0.25 0.50 -0.15
C 4.890923 -1.806291 1.024293 -0.09 0.15 -0.07
C 5.658630 -2.033384 2.327057 -0.21 -0.20 0.03
C 6.265947 1.944817 -0.289138 -0.14 0.15 0.14
C -6.095088 4.165736 -5.608288 0.61 0.04 0.53
C -6.594620 5.890212 -4.149022 0.58 -0.26 0.30
C -0.148397 -2.890868 -3.143239 -0.30 -0.06 -0.18
C -0.449615 0.477208 -1.864690 0.49 -0.75 -0.33
C 5.223083 0.897833 0.089538 -0.24 -0.04 0.01
C 0.226664 -2.651396 -1.672097 0.37 -0.09 0.00
C -3.845605 -2.153201 -0.172509 -0.36 0.04 0.15
C -2.995221 2.958711 -2.890273 -0.99 1.07 0.02
C -0.736462 -2.443893 1.131583 0.21 0.45 0.16
C 1.056475 -0.265181 7.285960 0.02 0.08 -0.30
C -5.739490 5.391800 -3.168498 0.16 -0.82 -0.49
H -2.620767 -3.540382 -1.344997 -0.03 0.29 0.04
H 3.936120 -1.282207 1.179166 0.17 -0.33 0.13
H 5.950473 2.929463 0.064581 0.11 0.05 -0.10
H 0.338337 -2.316375 1.314177 -0.13 0.02 -0.18
H -4.598580 2.715791 -4.992656 -0.44 0.21 0.17
H -1.220469 -1.677094 1.747952 0.01 -0.16 0.07
H -0.576893 2.026619 -3.379904 0.12 -0.30 0.27
H -2.753159 2.986078 -3.962792 -0.02 -0.31 0.57
H -3.594793 2.153745 -0.350973 0.26 -0.27 -0.06
H -5.572699 5.900584 -2.229811 -0.20 0.08 0.06
H -2.244287 -3.866957 1.836190 0.23 -0.02 -0.24
H -7.136398 6.809883 -3.947774 -0.07 -0.10 -0.30
H 0.542940 0.113610 -2.151486 -0.63 -0.07 -0.23
H -4.572234 -1.477140 -0.636707 0.23 -0.11 0.06
H -4.233021 3.947429 -1.438324 -0.10 -0.31 -0.15
H 4.681902 -2.762777 0.523289 0.02 0.14 0.16
H 1.842933 0.120851 5.305767 -0.31 0.07 0.27
H 6.594322 -2.568731 2.128085 -0.14 0.19 0.07
H 4.027708 -1.506969 -1.520061 0.04 0.02 -0.26
H 1.086489 -1.969981 -1.577540 -0.09 -0.23 0.05
H -3.538701 -1.689850 0.772289 -0.08 -0.29 -0.14
H -0.892330 -3.698533 -3.232875 0.29 0.29 -0.01
H 5.096349 -0.367617 -2.374657 -0.03 -0.19 0.00
H 5.898266 -1.086005 2.824642 0.01 -0.17 -0.09
H -2.812742 -1.945747 -2.090412 0.05 -0.32 0.26
H 0.027832 -0.526906 9.176000 -0.08 0.13 -0.57
H 4.302543 1.005426 -0.500003 0.28 0.14 0.16
H -0.563692 -2.000267 -3.635787 0.13 -0.17 0.19
H -6.262063 3.700212 -6.585850 -0.03 0.32 0.34
H 5.666650 -3.363272 -1.872766 0.07 0.11 -0.03
H 7.233033 1.708053 0.164457 -0.11 0.09 -0.11
H 0.530273 -3.606161 -1.210996 -0.06 0.31 -0.04
H -4.387752 -3.071565 0.065338 0.13 0.14 0.05
H -2.674243 0.121923 0.699610 0.13 0.05 -0.19
H 5.479752 -2.554804 -3.437322 0.05 -0.12 0.09
H -2.362359 0.946231 5.887553 0.32 -0.03 0.17
H 5.066422 -2.644109 3.016965 0.11 0.10 0.03
H 6.392510 2.000184 -1.373834 0.09 -0.03 0.10
H 2.014091 -0.633690 7.671003 -0.43 0.21 -0.22
H 0.745807 -3.189795 -3.711488 -0.31 0.08 0.30
H -0.583762 -4.291892 2.248091 -0.06 0.06 -0.13
H 6.901250 -2.221263 -2.435720 -0.21 -0.05 0.02
H 4.932011 0.982153 1.144034 0.10 0.08 -0.08
H -2.186761 0.193440 8.242714 0.42 0.04 -0.30
H -1.146543 -4.522691 0.585939 -0.04 0.07 0.35
```
Positions in Å, forces in eV/Å.

As for the spin multiplicity: 1. The relative energy (zero: lowest compared OMol25 entry of this formula, charge and spin) is 0.0 kJ/mol. Its net charge is +2. Its HOMO energy is -11.37 eV. The total energy comes out at -4637.62985 Eh.

Atomic partial charges in e from the Mulliken method, atoms 1 to 2: 1.796 -0.672

***

(3)
Entry from the OMol25 dataset: a structure of composition C32H45ClN2O3Tl in a non-equilibrium geometry (the ωB97M-V functional and the def2-TZVPD basis).

```
84
Properties=species:S:1:pos:R:3:forces:R:3
Tl -0.597891 -0.051370 -0.705023 0.92 0.26 1.27
Cl -3.088657 0.259239 0.023849 -1.39 0.18 0.35
O -0.718052 -4.490780 -1.636864 0.10 -1.64 0.30
O -0.996112 4.215491 -1.520247 -0.07 1.50 0.43
O 0.244634 -0.289316 1.758743 0.60 0.60 0.92
N -0.201136 -2.389436 -1.119153 -1.57 -2.92 -1.72
N -0.008850 2.218963 -1.506661 -1.31 2.27 -1.92
C -1.031829 -1.372878 -4.611000 0.24 0.19 0.33
C -2.190113 0.192395 3.363868 0.47 0.08 -0.51
C 1.807927 0.909443 4.794946 0.53 -0.01 0.50
C -2.175151 2.385157 -2.705805 -0.29 -0.11 0.12
C -0.574270 -2.661136 -5.238388 0.23 0.05 -0.28
C 0.411125 0.175380 2.971345 -0.23 -0.05 -0.99
C -0.740828 0.464618 3.783774 -0.14 0.19 0.76
C -2.846865 -0.869566 4.253718 0.09 -0.24 -0.02
C 2.252511 3.128886 -1.645514 -0.20 -0.15 -0.11
C -1.830707 1.070972 -3.427749 -0.56 0.07 -0.55
C 0.077465 -3.051801 1.198631 -0.25 0.33 0.23
C -0.761343 -0.138381 -5.217267 -0.07 -0.07 0.43
C 1.734079 0.424067 3.500908 -0.82 -0.31 -0.35
C 0.194183 4.382294 -0.644006 -0.86 0.31 -0.20
C 0.636591 -3.182197 -0.200732 -0.18 0.21 -0.21
C -0.701677 2.385617 -5.271455 0.23 -0.05 -0.22
C -1.774067 -1.394011 -3.425229 -0.56 0.03 -0.51
C 3.149303 -1.583075 2.935451 -0.25 -0.40 -0.24
C 0.964057 3.070428 -0.800008 -0.46 -0.07 -0.42
C 1.269323 2.517020 0.565450 0.31 -0.49 0.60
C 3.526291 0.409664 1.478304 0.33 -0.12 -0.16
C -0.965430 -3.200922 -1.811102 2.41 2.66 1.86
C -1.027595 2.943594 -1.900695 2.94 -2.28 0.90
C 0.703670 1.141680 5.608921 0.07 0.30 -0.25
C -2.326795 -0.175429 -2.997682 -0.79 -0.11 0.14
C -2.080657 -2.714902 -2.697304 -0.39 0.04 -0.05
C -0.565786 0.949942 5.074696 0.67 -0.12 0.01
C 3.043754 -0.066499 2.848565 -0.03 0.53 0.95
C 2.046976 -2.630467 -0.285007 0.11 0.10 -0.19
C 0.451599 -4.601825 -0.711458 -0.32 -0.18 -0.94
C -1.095644 1.085004 -4.620639 0.19 -0.25 0.37
C -3.099810 1.421105 3.514427 0.11 0.07 -0.18
H -1.546587 3.081314 -5.342728 0.15 -0.14 0.01
H 0.106017 2.900406 -4.732965 -0.19 -0.14 0.03
H -3.909507 -0.955716 3.997122 0.14 -0.13 0.00
H 0.677479 -3.616427 1.914190 -0.09 -0.32 -0.01
H 4.133466 -1.903471 2.577317 -0.01 -0.09 -0.01
H -2.880474 2.218401 2.792319 0.03 -0.20 0.16
H 2.906136 3.955547 -1.370626 -0.03 0.12 0.23
H 2.388964 -2.608118 -1.324644 0.02 -0.09 0.07
H 2.747755 -3.204644 0.320658 0.05 -0.04 0.03
H -2.789132 -0.513537 5.290701 -0.05 -0.26 -0.06
H -4.134360 1.085810 3.367545 0.12 0.30 -0.08
H -0.338868 2.183283 -6.285051 -0.05 0.12 0.12
H -1.416254 1.176933 5.709241 -0.08 -0.11 -0.09
H 1.297821 -4.969067 -1.308915 -0.24 0.06 0.01
H 0.443319 2.613385 1.279037 0.01 0.02 -0.23
H 2.808674 2.200460 -1.491072 -0.05 0.03 -0.05
H -2.493300 3.168173 -3.402106 -0.04 -0.12 0.03
H -3.012182 1.818634 4.535074 -0.11 0.06 -0.22
H -2.998746 2.215050 -1.991307 0.20 -0.02 -0.19
H -1.402290 -3.373175 -5.343523 0.17 0.12 -0.01
H 0.119188 -1.997865 1.515126 -0.11 -0.29 -0.04
H -0.165778 4.493503 0.396041 -0.02 -0.01 -0.59
H 2.384461 -2.044311 2.295850 0.20 0.07 0.33
H 0.844232 1.495157 6.623877 -0.04 0.05 -0.03
H -2.946796 -2.577272 -2.022166 0.27 0.04 -0.30
H -2.166093 -0.100719 2.302678 -0.19 -0.07 0.53
H -3.260203 -0.217959 -2.400600 1.31 0.19 0.31
H 3.630932 1.498087 1.405517 -0.26 -0.25 0.04
H 2.025758 -1.599463 0.083258 0.00 -0.28 -0.04
H -2.328472 -3.528430 -3.385239 -0.05 0.15 -0.03
H -0.234807 -0.130324 -6.162328 0.07 0.00 -0.10
H 2.925656 0.021907 0.649295 0.00 0.28 0.20
H 0.715429 5.303854 -0.930434 -0.16 -0.26 -0.19
H 4.541791 0.007112 1.332106 -0.17 0.01 0.04
H 3.793483 0.317684 3.556225 0.06 -0.02 -0.13
H 0.216758 -3.155840 -4.658549 -0.17 0.12 -0.02
H 3.027965 -1.947752 3.962779 -0.09 0.14 -0.18
H -2.393391 -1.868384 4.195535 0.05 0.27 -0.02
H 1.514619 1.446986 0.544107 -0.11 0.52 -0.09
H 2.046349 3.211346 -2.717771 -0.15 0.04 0.15
H -0.974300 -3.361515 1.212418 0.15 -0.19 0.12
H -0.173228 -2.449913 -6.234984 -0.03 -0.16 0.10
H 2.800141 1.077882 5.225571 -0.14 -0.06 -0.08
H 2.128001 3.064497 0.958740 0.03 0.00 0.22
H 0.226174 -5.318499 0.086099 -0.20 0.14 -0.34
```
Positions in Å, forces in eV/Å.

As for the spin multiplicity: 1. Its net charge is -1. Its HOMO energy is -2.99 eV. The total energy comes out at -2214.32915 Eh.

Atomic partial charges in e from the Mulliken method, atoms 1 to 2: 1.229 -0.631